1 | DFT (ωB97M-V/def2-TZVPD) results for a 2-piece molecular cluster, C2H7S3 overall.

ORCA input file:
```
! wB97M-V def2-TZVPD RIJCOSX def2/J DEFGRID3
* xyz -1 1
C 2.02442 0.24531 0.36761
S 2.16749 -1.13898 -0.81052
H 2.28055 -0.09258 1.36752
H 0.99784 0.60022 0.34899
H 2.68721 1.06137 0.08254
C -2.07727 0.70030 -0.40646
S -2.35607 -1.09485 -0.36374
S -0.96477 -1.73088 1.05309
H -1.18027 0.84192 -1.02058
H -2.84347 1.26415 -0.95297
H -1.93875 1.22080 0.54026
H 1.20310 -1.87678 -0.20575
*
```

Summary:
**LUMO**: 0.1291 hartree
**HOMO**: -0.08879 Eh

These are the Löwdin partial charges, in e, on atoms 1 to 2:
1 C -0.53
2 S 0.51

---

2 | DFT (ωB97M-V/def2-TZVPD) results for a 2-piece molecular cluster, C2H7S3 overall.

ORCA input file:
```
! wB97M-V def2-TZVPD RIJCOSX def2/J DEFGRID3
* xyz -1 1
C -2.45897 -0.78921 1.48430
S -4.03186 0.05073 0.87881
H -1.77694 -0.01754 1.32935
H -2.77470 -0.98004 2.56031
H -1.86419 -1.52486 0.99286
C 3.44743 0.51598 -2.01933
S 2.27898 -0.56109 -1.01509
S 1.36372 0.60650 0.31000
H 4.19030 0.81507 -1.26688
H 3.22593 1.57084 -2.55164
H 3.93336 -0.07303 -2.70570
H -4.63804 0.31068 2.07230
*
```

Summary:
**LUMO**: 0.1090 hartree
**HOMO**: -0.07396 Eh

These are the Löwdin partial charges, in e, on atoms 1 to 2:
1 C -0.43
2 S 0.54

---

Calculated relative energies: 1 0.0; 2 142.6, given in kJ/mol

---

1 | DFT (ωB97M-V/def2-TZVPD) results for the molecule C17H22N2O4S.

ORCA input file:
```
! wB97M-V def2-TZVPD RIJCOSX def2/J DEFGRID3
* xyz 0 1
C -6.49096 -3.80183 -0.54128
C -5.63738 -2.89976 0.34796
O -6.07308 -1.56149 0.40238
C -5.84124 -0.81533 -0.77387
C -6.21684 0.64407 -0.52632
C -5.53848 1.21612 0.72479
N -4.10829 1.02111 0.71383
C -3.26793 1.87535 0.08660
O -3.64548 2.92336 -0.40572
C -1.83195 1.46788 0.07804
C -0.87655 2.47838 -0.00959
C 0.46720 2.17829 -0.03676
C 0.89240 0.84956 0.00984
N 2.26127 0.60322 -0.02313
C 2.92560 -0.58404 0.03859
O 2.41132 -1.68064 0.13804
C 4.40379 -0.41147 -0.02410
C 5.18829 -1.49700 0.02451
S 6.92307 -1.50368 0.05582
C 7.16267 0.28914 0.28161
C 6.16619 1.04554 -0.58534
O 4.83749 0.89169 -0.14021
C -0.05699 -0.16777 0.07360
C -1.40228 0.14446 0.10777
H -6.18387 -4.83538 -0.40794
H -6.37739 -3.54124 -1.59068
H -7.53841 -3.70553 -0.26690
H -4.58728 -2.94089 0.01555
H -5.69001 -3.24924 1.38291
H -6.43895 -1.20470 -1.60977
H -4.77865 -0.89026 -1.05786
H -5.92103 1.22792 -1.39846
H -7.29598 0.72388 -0.39740
H -5.94391 0.73207 1.61396
H -5.72490 2.29192 0.76891
H -3.76306 0.14872 1.07615
H -1.21677 3.50164 -0.05651
H 1.19968 2.97108 -0.09803
H 2.85059 1.42370 -0.09394
H 4.73039 -2.46950 0.07588
H 8.18583 0.51630 -0.00784
H 7.01009 0.52614 1.33438
H 6.36066 2.12041 -0.53965
H 6.25354 0.70659 -1.62630
H 0.26843 -1.19436 0.09345
H -2.11407 -0.66863 0.13081
*
```

Summary:
**LUMO**: 0.0148 hartree
**HOMO**: -0.30566 Eh
**SMILES**: CCOCCCNC(=O)c1ccc(NC(=O)C2=CSCCO2)cc1

These are the Löwdin partial charges, in e, on atoms 1 to 2:
1 C -0.07
2 C -0.28

---

2 | DFT (ωB97M-V/def2-TZVPD) results for a 2-piece molecular cluster, C17H22N2O4S overall.

ORCA input file:
```
! wB97M-V def2-TZVPD RIJCOSX def2/J DEFGRID3
* xyz 0 1
C 4.06757 -1.34532 -0.27122
C 4.37896 0.12108 0.07547
C 3.74163 1.06384 -0.96603
C 2.29114 1.40681 -0.55993
C 1.29665 1.43318 -1.74744
C 0.20108 0.36584 -1.63683
C -0.95447 0.73191 -0.73639
C -0.82595 1.80467 0.15203
C -1.83175 2.19058 1.02774
C -3.01128 1.47418 1.01125
C -3.16969 0.39933 0.14628
C -2.16727 0.00695 -0.75190
S -2.44851 -1.37154 -1.86218
C -2.22651 -2.88054 -0.96075
O -1.49223 -1.36237 -2.94234
O -3.81068 -1.29360 -2.30397
C -4.53196 -0.17487 0.46920
O -5.08847 -1.15210 0.09188
N -5.13591 0.66436 1.48105
C -4.22592 1.68290 1.81907
O -4.41184 2.53971 2.62998
H 4.26388 -1.51146 -1.32575
H 4.68148 -2.01404 0.32589
H 3.01843 -1.54231 -0.06332
H 3.89960 0.32933 1.03147
H 5.44516 0.29893 0.18387
H 4.31797 1.98416 -0.99406
H 3.75687 0.59160 -1.94411
H 1.93097 0.71015 0.19332
H 2.32573 2.41230 -0.14352
H 1.84844 1.19102 -2.65110
H 0.81532 2.39756 -1.88726
H -0.21206 0.25790 -2.63230
H 0.62520 -0.59531 -1.35426
H 0.08859 2.37109 0.19606
H -1.71762 3.02045 1.70999
H -3.17227 -3.12763 -0.49278
H -1.97929 -3.59164 -1.74173
H -1.40203 -2.79744 -0.26661
H -6.01641 0.96733 1.07550
C 1.44527 -1.22388 3.15153
C 0.53756 -1.38174 2.02370
N -0.16976 -1.49973 1.13177
H 1.15142 -1.89335 3.95732
H 2.46140 -1.46151 2.84134
H 1.41157 -0.19676 3.51007
*
```

Summary:
**LUMO**: -0.0137 hartree
**HOMO**: -0.36244 Eh
**SMILES**: CCCCCCc1ccc2c(c1S(C)(=O)=O)C(=O)NC2=O.CC#N

These are the Löwdin partial charges, in e, on atoms 1 to 2:
1 C -0.10
2 C -0.26

---

Calculated relative energies: 1 0.0; 2 114.3, given in kJ/mol